No. 1
{"formula": "C36H27F2KN6O5S", "method": "ωB97M-V with the def2-TZVPD basis set", "elements": ["K", "S", "F", "F", "O", "O", "O", "O", "O", "N", "N", "N", "N", "N", "N", "C", "C", "C", "C", "C", "C", "C", "C", "C", "C", "C", "C", "C", "C", "C", "C", "C", "C", "C", "C", "C", "C", "C", "C", "C", "C", "C", "C", "C", "C", "C", "C", "C", "C", "C", "C", "H", "H", "H", "H", "H", "H", "H", "H", "H", "H", "H", "H", "H", "H", "H", "H", "H", "H", "H", "H", "H", "H", "H", "H", "H", "H", "H"], "positions_angstrom": [[-0.40536, 0.21786, -1.29804], [3.68459, -3.07868, -2.24621], [3.17629, 4.30356, -3.85887], [5.39648, 1.90950, -0.53361], [-3.66832, 0.63094, -1.10241], [-0.55378, 3.07940, 0.15778], [-4.91472, -0.61110, 0.34003], [-0.44587, -4.08615, -3.52784], [-0.40913, -1.83077, -3.68607], [-2.62086, -1.76261, -2.04760], [-1.52877, -0.51991, 1.11467], [1.79469, -1.89307, -1.08768], [3.27924, -2.24452, 2.27041], [1.69497, -0.79371, 1.62335], [-0.50991, 2.50412, -2.73069], [2.49086, -1.03152, 5.71861], [-2.51209, 1.58510, 1.79055], [-4.12651, -0.42877, -0.62538], [-0.20847, 2.66269, 1.46043], [-0.91342, -2.92973, -3.37100], [-0.79351, 4.01027, -4.98148], [-1.57097, -2.51148, 2.44561], [-1.23989, -1.80588, 1.28535], [2.14285, -2.34761, -2.26182], [-4.00110, -4.09132, -1.58702], [-3.71092, -1.73756, -1.28596], [3.16088, -1.79901, 4.76945], [2.84628, -1.60957, 3.43115], [0.59459, 3.11388, -3.21722], [2.76942, -2.09755, -0.13221], [-2.25217, -1.81499, 3.42830], [-1.49041, 2.61368, 2.27214], [3.88633, -2.75551, -0.60195], [1.85234, -0.72624, 2.99476], [-2.56496, -0.48397, 3.23348], [-2.88100, -4.10564, -2.41085], [-1.91170, 3.42522, -4.42851], [1.82030, 1.92757, -1.35354], [4.27368, 3.08421, -2.20387], [1.16979, 0.03036, 3.93594], [0.45877, 3.87762, -4.38787], [1.49913, -0.12446, 5.28558], [-1.70707, 2.66077, -3.27258], [2.57001, -1.68673, 1.22528], [3.04158, 1.65964, -0.70414], [-2.18241, 0.14488, 2.05942], [1.85742, 2.81383, -2.46587], [-2.21622, -2.90927, -2.59928], [-4.42955, -2.89533, -1.02020], [4.22019, 2.21401, -1.14598], [3.07460, 3.39644, -2.81904], [0.14639, 2.69159, -0.42945], [-1.23981, 2.40602, 3.33507], [-3.13119, 0.05482, 3.99706], [-0.72671, -2.30433, 0.44498], [0.35971, 0.71089, 3.63767], [-2.47221, -4.98122, -2.87084], [-1.94249, 3.59443, 2.28537], [-2.89640, 3.52210, -4.84324], [-4.53579, -5.00467, -1.37386], [-0.90531, 4.62808, -5.86411], [-3.48147, 1.77433, 2.28285], [3.09956, 1.03130, 0.19051], [0.31561, 1.70933, 1.44332], [1.31778, 4.35002, -4.85064], [3.88244, -2.53376, 5.10685], [-2.51515, 2.12229, -2.78467], [-5.26778, -2.77374, -0.35609], [4.81157, -3.01282, -0.09647], [-2.53650, -2.29146, 4.35477], [-2.73748, 1.69795, 0.71534], [-1.36162, -3.57534, 2.50198], [1.47727, -2.22449, -3.14231], [0.96495, 0.44186, 6.05295], [2.70010, -1.12722, 6.76771], [0.49954, 3.36396, 1.94266], [3.98313, -2.97431, 2.22018], [5.20566, 3.55153, -2.51507]], "forces_ev_per_angstrom": [[-0.5, -0.6, -0.2], [0.4, -0.3, -0.8], [0.1, -0.1, 0.3], [0.3, -0.1, 0.2], [0.0, 0.0, 0.2], [0.7, -0.3, -0.1], [0.2, 0.6, -0.1], [0.3, 0.3, -0.4], [0.3, 0.1, -0.1], [0.3, 0.2, -0.2], [0.4, -0.2, -0.2], [0.1, 0.2, 0.2], [0.3, 0.1, 0.4], [0.5, -0.3, -0.1], [0.3, 0.3, 0.1], [-0.5, 0.3, -1.3], [-1.0, 0.1, -0.3], [-0.4, 0.0, 0.2], [-0.2, 0.5, 0.1], [0.4, -0.4, 0.2], [0.1, 0.3, 0.1], [0.0, 0.1, -0.7], [0.0, -0.4, 0.1], [-0.6, 0.5, 0.5], [-0.1, 0.2, 0.0], [0.5, -0.4, -0.3], [0.1, 0.0, 0.6], [0.1, -0.6, -0.3], [-0.9, -0.4, -0.2], [0.4, -0.8, -1.6], [0.1, 0.0, 0.2], [0.4, -0.8, 0.8], [-0.3, 0.3, 0.5], [0.0, 0.0, 0.1], [-0.2, 0.0, 0.6], [-0.7, 0.3, 0.6], [0.4, -0.4, 0.8], [0.2, 0.4, 0.2], [0.2, 0.7, -0.4], [-0.6, 0.5, 0.7], [0.3, 0.0, 0.0], [0.0, 0.0, 0.0], [0.2, 0.1, -0.5], [-0.7, 0.5, 1.1], [-0.2, 0.0, 0.0], [0.0, 0.3, -0.2], [0.3, 0.3, -0.1], [-0.3, 0.4, 0.3], [0.2, -0.2, -0.2], [-0.2, -0.2, 0.0], [0.0, -0.3, -0.2], [-0.2, 0.2, -0.1], [0.0, 0.0, -0.3], [0.2, -0.1, -0.3], [-0.2, 0.2, 0.4], [0.5, -0.4, 0.1], [0.0, -0.4, -0.1], [-0.2, 0.4, -0.2], [-0.2, 0.1, -0.2], [-0.1, -0.2, 0.0], [0.1, 0.0, -0.1], [0.3, 0.0, 0.0], [-0.2, 0.0, -0.2], [-0.1, -0.4, -0.1], [-0.2, -0.1, 0.1], [0.1, 0.0, -0.2], [-0.1, 0.0, 0.0], [-0.2, -0.3, 0.1], [-0.3, 0.1, 0.0], [-0.1, -0.2, 0.1], [0.3, -0.1, 0.3], [0.0, 0.2, 0.2], [0.3, -0.3, 0.4], [0.1, -0.1, -0.4], [0.1, -0.1, 0.2], [-0.1, 0.0, -0.1], [-0.4, 0.4, -0.1], [-0.2, -0.1, 0.0]], "lowdin_charge": [0.66, 1.01, -0.01, 0.01, -0.06, -0.11, -0.07, -0.07, -0.08, 0.17, 0.08, 0.05, 0.16, 0.21, 0.04, -0.11, -0.13, -0.68, -0.30, -0.68, -0.10, -0.06, -0.14, -0.41, -0.08, -0.20, -0.05, -0.19, -0.19, -0.32, -0.09, -0.18, -0.38, -0.22, -0.04, -0.03, -0.07, -0.10, 0.01, 0.00, -0.02, -0.10, -0.10, -0.27, -0.08, -0.29, -0.15, -0.20, -0.03, -0.31, -0.22, 0.00, 0.10, 0.11, 0.11, 0.10, 0.09, 0.10, 0.09, 0.08, 0.09, 0.12, 0.08, 0.09, 0.09, 0.10, 0.10, 0.10, 0.06, 0.09, 0.11, 0.09, 0.07, 0.09, 0.08, 0.11, 0.15, 0.11], "e_tot_ev": -89547.229, "gap_ev": 5.89, "multiplicity": 1, "fmax_ev_per_a": 1.86, "charge": -2, "homo_energy_ha": -0.081, "relative_energy_kj_mol": 0.0}

---

No. 2
{"formula": "C36H27F3IrN2O3S2Si", "method": "ωB97M-V with the def2-TZVPD basis set", "elements": ["Ir", "S", "S", "Si", "F", "F", "F", "O", "O", "O", "N", "N", "C", "C", "C", "C", "C", "C", "C", "C", "C", "C", "C", "C", "C", "C", "C", "C", "C", "C", "C", "C", "C", "C", "C", "C", "C", "C", "C", "C", "C", "C", "C", "C", "C", "C", "C", "C", "H", "H", "H", "H", "H", "H", "H", "H", "H", "H", "H", "H", "H", "H", "H", "H", "H", "H", "H", "H", "H", "H", "H", "H", "H", "H", "H"], "positions_angstrom": [[-0.02290, 0.13390, 0.09490], [-0.85710, 1.41670, -3.44070], [-1.44970, -0.73960, 2.24330], [0.85260, -2.07750, -0.73780], [-4.40350, -1.25880, 3.36730], [-3.29580, -3.10490, 3.29240], [-5.32720, -3.03840, 2.60480], [0.42680, 1.68200, -4.02000], [-1.69230, 1.91930, 0.07280], [-1.61230, 0.33240, -4.00310], [-0.73410, 1.18810, -1.81340], [-2.15360, -0.92960, -0.21280], [-3.04700, 5.23490, -2.44880], [-2.06230, -4.71610, -2.15810], [1.51180, -4.68720, 0.29070], [-2.66030, 4.28750, -1.51150], [-2.53500, -1.26660, 1.02910], [3.66020, -0.89530, -3.61360], [2.47580, -1.87420, -1.75510], [-2.05110, 3.13000, -1.97170], [1.30420, -3.02900, 1.99200], [-0.32760, -3.05260, -1.89130], [2.55640, -0.93580, -2.78120], [1.59990, -3.97360, 2.95770], [2.43760, 0.47630, 0.99980], [-1.82480, 2.92650, -3.32180], [-1.25000, -3.94620, -1.34570], [-2.85580, -1.30730, -1.26940], [1.01660, 2.27180, 0.84120], [-0.28410, -2.91840, -3.27680], [1.81560, -5.63540, 1.25130], [1.85670, -5.28220, 2.59030], [-3.70760, -2.01040, 1.23140], [-1.98090, -4.59390, -3.53700], [-1.09500, -3.68490, -4.09340], [4.65960, -2.68960, -2.38600], [1.38040, 1.16370, 1.66250], [-1.50050, 2.03480, -1.14580], [-2.84910, 5.00780, -3.80310], [3.55590, -2.72870, -1.55310], [4.70940, -1.78220, -3.43080], [-4.17400, -2.34670, 2.61730], [1.25280, -3.36480, 0.64490], [-4.43340, -2.43010, 0.12550], [-2.23210, 3.84630, -4.25960], [1.80900, 2.22940, -0.32120], [2.68900, 1.13790, -0.21870], [-3.99810, -2.08000, -1.14700], [-2.80160, 4.44320, -0.45370], [3.00540, -0.34460, 1.40060], [-2.76000, -5.40870, -1.71150], [3.69190, -0.16350, -4.40710], [1.10590, 1.04710, 2.69970], [1.62000, -3.68170, 3.99710], [-3.16540, 5.75520, -4.51350], [1.46840, -4.97570, -0.74900], [-2.48490, -0.98920, -2.23450], [-5.32160, -3.02350, 0.27020], [3.43860, 0.86790, -0.93990], [-3.49750, 6.16120, -2.12200], [5.56610, -1.75810, -4.08940], [0.32290, 3.04630, 1.11770], [-2.06570, 3.67550, -5.31110], [2.08220, -6.02500, 3.34150], [2.01500, -6.65350, 0.94870], [-1.03360, -3.56460, -5.16560], [1.78210, 2.93600, -1.13190], [-4.53050, -2.40460, -2.02480], [5.47840, -3.37560, -2.21830], [-2.61290, -5.19810, -4.17060], [1.08830, -2.01360, 2.29050], [0.39460, -2.20790, -3.72220], [1.75510, -0.22490, -2.93300], [-1.32420, -4.04540, -0.27210], [3.52670, -3.44430, -0.74670]], "forces_ev_per_angstrom": [[-1.7, -2.0, 3.6], [0.2, -0.2, -0.2], [1.8, 0.8, -1.2], [0.6, -0.3, 0.3], [0.1, 0.2, 0.0], [0.2, 0.0, 0.0], [-0.1, -0.1, -0.2], [0.1, 0.2, 0.0], [0.2, 0.1, 0.3], [-0.2, 0.1, -0.1], [0.4, -0.3, -0.7], [0.8, 0.0, -0.2], [0.0, 0.0, 0.1], [0.0, 0.0, 0.0], [-0.1, 0.0, -0.1], [0.1, -0.2, -0.2], [-0.1, -0.1, -0.4], [0.0, 0.2, -0.1], [-0.8, 0.2, 0.5], [-0.3, 0.5, 0.0], [0.0, 0.2, -0.1], [0.1, 0.7, 0.5], [0.0, -0.1, 0.0], [0.0, 0.0, 0.2], [-0.8, -0.5, -0.5], [0.2, -0.3, 0.6], [0.2, 0.0, 0.0], [-0.4, -0.1, -0.2], [-0.1, -0.1, 0.1], [0.2, 0.1, 0.1], [0.0, -0.1, -0.1], [0.0, 0.0, 0.0], [-0.1, 0.0, -0.2], [0.0, 0.0, 0.0], [-0.1, 0.0, -0.2], [0.2, 0.0, -0.1], [-0.3, -0.1, -0.4], [-0.4, 0.5, 0.3], [0.1, -0.1, -0.1], [-0.2, 0.0, 0.1], [0.1, 0.0, 0.0], [-0.1, -0.2, 0.3], [-0.3, 0.9, -0.4], [0.4, 0.3, 0.0], [0.0, 0.0, -0.2], [1.2, -0.1, -0.1], [-0.1, 1.0, -0.5], [-0.1, 0.1, 0.1], [0.0, 0.0, 0.1], [-0.1, -0.2, 0.0], [-0.1, -0.1, 0.0], [0.0, 0.1, -0.1], [-0.2, -0.2, -0.1], [0.0, 0.0, 0.1], [0.0, 0.1, -0.1], [0.0, -0.1, -0.1], [0.1, 0.0, -0.1], [-0.1, -0.1, 0.0], [0.0, -0.1, -0.1], [-0.1, 0.0, 0.0], [0.0, 0.0, 0.0], [-0.2, -0.1, 0.0], [0.0, 0.0, -0.1], [0.0, -0.1, 0.1], [0.0, -0.1, 0.0], [0.0, 0.0, -0.1], [-0.1, 0.0, -0.1], [0.0, 0.0, -0.1], [0.1, 0.0, 0.0], [-0.1, -0.1, -0.1], [0.0, 0.1, 0.1], [0.1, 0.1, -0.1], [-0.1, 0.1, -0.1], [0.0, -0.1, 0.2], [0.0, -0.1, 0.1]], "lowdin_spin": [0.77, 0.00, -0.09, -0.03, 0.00, 0.00, 0.00, 0.00, 0.08, 0.00, 0.02, 0.06, 0.00, 0.00, 0.00, 0.00, 0.00, 0.00, -0.01, 0.00, 0.00, 0.00, 0.00, 0.00, 0.08, 0.00, 0.00, 0.01, 0.15, 0.00, 0.00, 0.00, 0.00, 0.00, 0.00, 0.00, -0.04, 0.00, 0.00, 0.00, 0.00, 0.00, -0.01, 0.00, 0.00, -0.01, 0.02, 0.00, 0.00, 0.00, 0.00, 0.00, 0.00, 0.00, 0.00, 0.00, 0.00, 0.00, 0.00, 0.00, 0.00, 0.01, 0.00, 0.00, 0.00, 0.00, 0.00, 0.00, 0.00, 0.00, 0.00, 0.00, 0.00, 0.00, 0.00], "e_tot_ev": -87430.989, "gap_ev": [6.44, 6.19], "multiplicity": 2, "fmax_ev_per_a": 4.49, "homo_energy_ha": [-0.303, -0.290], "relative_energy_kj_mol": 323.8}

---

No. 3
{"formula": "C36H27F9IN3O3PPt", "method": "ωB97M-V with the def2-TZVPD basis set", "elements": ["Pt", "I", "P", "F", "F", "F", "F", "F", "F", "F", "F", "F", "O", "O", "O", "N", "N", "N", "C", "C", "C", "C", "C", "C", "C", "C", "C", "C", "C", "C", "C", "C", "C", "C", "C", "C", "C", "C", "C", "C", "C", "C", "C", "C", "C", "C", "C", "C", "C", "C", "C", "C", "C", "C", "H", "H", "H", "H", "H", "H", "H", "H", "H", "H", "H", "H", "H", "H", "H", "H", "H", "H", "H", "H", "H", "H", "H", "H", "H", "H", "H"], "positions_angstrom": [[-0.02306, -0.41140, -1.09923], [3.35439, -1.00561, -1.03957], [0.28917, 1.02509, 1.74490], [1.34914, 0.90465, -3.72696], [-1.74693, 3.58626, -3.67395], [-2.23984, 1.71917, -2.72817], [-0.98347, 4.22261, -1.17221], [1.40933, 2.97625, -4.31869], [0.34327, 4.84652, -2.76582], [2.41118, 2.32026, -2.51252], [1.14514, 3.99763, -0.96357], [-1.00755, 1.74945, -4.50250], [-0.09195, 1.64195, -1.32544], [-0.91882, -0.76849, -2.94131], [0.17753, -6.08257, -2.92646], [0.58165, -0.14515, 0.79406], [-2.66515, -3.07532, -4.98358], [0.29584, -2.35088, -0.82107], [1.19512, -2.80383, 0.20284], [-1.42782, 1.65349, 1.77735], [-1.25579, 2.37125, -3.34054], [-1.51543, -4.35347, -3.31798], [-4.11825, 2.38391, 1.62752], [0.84558, 0.93603, 5.83251], [-1.89669, 2.41377, 0.70666], [0.83402, -0.84771, 3.70840], [-3.23248, 2.77901, 0.63378], [2.67884, 2.33639, 1.52572], [1.31430, 2.54205, 1.71730], [3.10859, 4.66508, 1.93448], [1.07369, -1.30517, 4.99716], [1.57672, -4.32259, 2.04594], [1.07672, -0.41485, 6.06164], [-2.60337, -0.67251, -5.10604], [-1.19902, -5.72262, -2.78197], [0.14207, 3.89721, -1.83246], [0.02187, 2.43536, -2.39749], [-2.31690, -4.25723, -4.41639], [-1.00442, -3.16110, -2.72465], [1.74961, 4.88292, 2.10509], [2.52503, -2.38645, 0.27717], [-3.66433, 1.61288, 2.68860], [3.57245, 3.38814, 1.64522], [0.60089, 0.50036, 3.47210], [3.35807, -2.93595, 1.24063], [1.30618, 2.14691, -3.25601], [0.85618, 3.82354, 2.00440], [-2.32719, 1.24641, 2.76029], [-2.20776, -1.96699, -4.47167], [-1.33013, -1.91891, -3.31183], [0.73548, -3.76502, 1.09413], [0.61336, 1.39095, 4.54266], [-0.13623, -3.29443, -1.59188], [2.89225, -3.90234, 2.12224], [-0.20230, 4.00087, 2.15203], [0.82770, -1.51382, 2.85739], [0.44529, 2.44762, 4.36984], [1.26338, -0.76976, 7.06826], [-3.58212, 3.36202, -0.20940], [1.38103, 5.87898, 2.31859], [-5.16209, 2.66805, 1.57008], [-4.35291, 1.29142, 3.46081], [1.19448, -5.06905, 2.73056], [-1.21466, 2.68709, -0.08918], [-1.74223, -0.20262, -5.58554], [3.80492, 5.49112, 2.01416], [3.02699, 1.33847, 1.27915], [-1.41212, -5.79836, -1.71381], [0.22362, -4.29587, -1.37991], [4.38733, -2.60772, 1.29351], [0.46724, -5.76156, -3.78712], [-2.72623, -5.14763, -4.88152], [3.56129, -4.31475, 2.86691], [-1.98346, 0.63637, 3.58706], [-0.30539, -4.05864, 1.04232], [0.85341, 1.63639, 6.65891], [-1.83368, -6.45211, -3.29400], [1.26032, -2.35911, 5.16689], [-2.95616, 0.03359, -4.35527], [4.63108, 3.21549, 1.49454], [-3.37585, -0.86141, -5.84810]], "forces_ev_per_angstrom": [[-0.2, 0.1, 0.0], [0.1, -0.1, -0.1], [-0.4, 0.0, 0.0], [-0.1, -0.1, 0.1], [0.1, 0.0, 0.0], [0.0, 0.2, 0.1], [0.0, 0.4, -0.4], [0.0, 0.0, 0.1], [0.0, -0.1, 0.0], [-0.1, 0.0, 0.0], [0.0, 0.0, 0.0], [0.1, 0.1, 0.0], [0.2, -0.1, -0.2], [0.2, 0.1, 0.2], [0.0, 0.0, 0.0], [0.3, -0.1, -0.2], [0.0, 0.0, 0.0], [0.2, -0.1, 0.0], [0.0, 0.0, 0.0], [-0.1, 0.0, 0.1], [-0.1, -0.1, -0.1], [0.0, 0.0, 0.0], [0.0, 0.0, 0.0], [0.0, 0.0, 0.0], [0.0, 0.0, 0.1], [0.0, 0.0, 0.0], [0.0, 0.0, 0.1], [0.0, 0.0, 0.0], [0.1, 0.0, 0.0], [0.0, 0.0, 0.0], [0.0, 0.0, 0.0], [-0.1, 0.1, 0.0], [0.0, 0.0, 0.0], [0.0, 0.0, 0.0], [0.0, 0.0, 0.0], [0.2, 0.1, -0.2], [0.1, 0.0, -0.1], [0.0, 0.0, 0.0], [0.0, -0.1, 0.0], [0.0, 0.0, 0.0], [-0.1, -0.1, 0.1], [0.0, 0.0, 0.0], [0.0, 0.0, -0.1], [0.0, 0.0, 0.0], [0.0, 0.0, 0.0], [0.1, 0.1, 0.0], [0.0, 0.0, 0.1], [0.0, 0.0, 0.0], [0.0, 0.0, 0.0], [-0.1, -0.1, -0.2], [0.0, 0.0, 0.1], [0.0, 0.0, 0.0], [0.0, 0.1, -0.1], [0.0, 0.0, 0.0], [0.0, 0.0, 0.0], [0.0, -0.1, -0.1], [0.0, 0.0, 0.0], [0.0, 0.0, 0.0], [0.0, 0.0, 0.0], [0.0, 0.0, 0.0], [0.0, 0.0, 0.0], [0.0, 0.0, 0.0], [0.0, 0.0, 0.0], [-0.4, -0.4, 0.7], [0.0, 0.0, 0.0], [0.0, 0.0, 0.0], [0.0, 0.0, 0.0], [0.0, 0.0, 0.0], [0.0, 0.0, 0.0], [0.0, 0.0, 0.0], [0.0, 0.0, 0.0], [0.0, 0.0, 0.0], [0.0, 0.0, 0.0], [0.0, 0.0, 0.0], [0.0, 0.0, 0.0], [0.0, 0.0, 0.0], [0.0, 0.0, 0.0], [0.0, 0.0, 0.0], [0.0, 0.0, 0.0], [0.0, 0.0, 0.0], [0.0, 0.0, 0.0]], "lowdin_charge": [1.07, 0.97, 0.74, 0.14, 0.14, 0.16, 0.14, 0.14, 0.15, 0.14, 0.17, 0.14, -0.29, -0.19, -0.07, -0.40, 0.10, -0.12, -0.36, -0.26, -0.52, -0.18, -0.10, -0.09, -0.09, -0.07, -0.07, -0.08, -0.28, -0.10, -0.09, -0.09, -0.10, -0.03, -0.22, -0.53, -0.30, -0.13, -0.07, -0.09, -0.66, -0.10, -0.08, -0.28, -0.16, -0.55, -0.10, -0.08, -0.25, -0.29, -0.04, -0.08, -0.06, -0.10, 0.11, 0.08, 0.10, 0.09, 0.10, 0.10, 0.09, 0.09, 0.10, 0.06, 0.08, 0.09, 0.07, 0.12, 0.12, 0.08, 0.09, 0.10, 0.10, 0.10, 0.12, 0.10, 0.11, 0.10, 0.07, 0.10, 0.08], "e_tot_ev": -93480.241, "gap_ev": 6.73, "multiplicity": 1, "fmax_ev_per_a": 0.92, "charge": -1, "homo_energy_ha": -0.162, "relative_energy_kj_mol": 0.0}

---

Question: Number 1 is which compound?
Answer: C36H27F2KN6O5S

---

Question: What is the multiplicity in the second record?
Answer: 2